[1]
{"formula": "C30H77O16P3", "method": "wB97M-V/def2-TZVPD", "multiplicity": 1, "smiles": "CCOP(=O)(OCC)OCC.CCOP(=O)(OCC)OCC.CCOP(=O)(OCC)OCC.CC(C)O.CC(C)O.CC(C)O.CC(C)O", "species": ["C", "C", "O", "P", "O", "O", "C", "C", "O", "C", "C", "H", "H", "H", "H", "H", "H", "H", "H", "H", "H", "H", "H", "H", "H", "H", "C", "C", "O", "P", "O", "O", "C", "C", "O", "C", "C", "H", "H", "H", "H", "H", "H", "H", "H", "H", "H", "H", "H", "H", "H", "H", "C", "C", "O", "P", "O", "O", "C", "C", "O", "C", "C", "H", "H", "H", "H", "H", "H", "H", "H", "H", "H", "H", "H", "H", "H", "H", "C", "C", "C", "O", "H", "H", "H", "H", "H", "H", "H", "H", "C", "C", "C", "O", "H", "H", "H", "H", "H", "H", "H", "H", "C", "C", "C", "O", "H", "H", "H", "H", "H", "H", "H", "H", "C", "C", "C", "O", "H", "H", "H", "H", "H", "H", "H", "H"], "coordinates": [[0.6479, 4.4768, 4.6520], [0.3088, 3.0463, 4.1862], [-0.5843, 2.5468, 5.1216], [-0.0554, 1.3541, 6.0584], [1.2632, 1.6918, 6.6647], [-0.0019, 0.0275, 5.0930], [-1.1975, -0.4881, 4.5863], [-0.8723, -1.6831, 3.6918], [-1.2756, 1.0326, 7.0321], [-1.6401, 1.8527, 8.1109], [-3.1269, 2.2067, 7.9134], [1.3582, 4.9608, 3.9816], [-0.2352, 5.1134, 4.7065], [1.1107, 4.4365, 5.6380], [-0.2859, 3.0267, 3.2729], [1.2311, 2.4705, 4.1087], [-1.8320, -0.8545, 5.3933], [-1.8432, 0.2314, 4.0828], [-0.2251, -1.3942, 2.8637], [-0.5093, -2.5884, 4.1785], [-1.7933, -1.9329, 3.1651], [-1.4453, 1.3203, 9.0418], [-1.0033, 2.7237, 8.2658], [-3.4102, 2.6724, 6.9695], [-3.7613, 1.3242, 7.9968], [-3.4271, 2.9299, 8.6716], [5.1775, 1.2392, -0.4039], [4.9058, 0.1082, -1.4304], [4.2605, -0.9595, -0.8255], [5.2102, -2.0096, 0.0201], [6.0116, -1.4730, 1.1909], [4.1577, -3.1464, 0.4806], [3.4925, -3.1650, 1.7065], [2.0692, -3.7153, 1.4131], [6.0570, -2.6986, -1.1841], [7.0771, -3.5517, -0.7645], [7.1750, -4.6495, -1.8325], [5.3618, 2.1962, -0.8919], [4.2531, 1.3421, 0.1644], [5.9107, 1.0075, 0.3687], [4.2736, 0.4604, -2.2455], [5.8262, -0.1757, -1.9406], [3.9331, -3.8797, 2.4017], [3.5576, -2.1930, 2.1955], [1.4622, -3.5639, 2.3057], [1.5980, -3.0904, 0.6544], [2.0589, -4.7375, 1.0349], [8.0003, -2.9824, -0.6569], [6.7210, -4.0085, 0.1589], [6.3311, -5.3361, -1.7654], [7.2196, -4.2634, -2.8508], [8.0733, -5.2419, -1.6586], [-4.0315, -0.9364, 0.7019], [-4.7921, -1.7650, -0.3750], [-3.9486, -2.1409, -1.4598], [-3.3788, -1.0978, -2.5404], [-2.5767, 0.0295, -1.9327], [-2.5491, -2.0251, -3.5586], [-2.1419, -1.4858, -4.8268], [-0.8656, -0.6297, -4.6469], [-4.7599, -0.7394, -3.3024], [-5.2511, 0.6201, -3.2569], [-6.7623, 0.4433, -3.4659], [-3.4239, -0.1526, 0.2497], [-4.7418, -0.3867, 1.3196], [-3.4113, -1.5907, 1.3146], [-5.2847, -2.6215, 0.0853], [-5.5103, -1.0719, -0.8132], [-1.9660, -2.3676, -5.4429], [-2.9755, -0.9468, -5.2770], [-0.5619, -0.0621, -5.5265], [-1.0888, 0.1687, -3.9392], [-0.0384, -1.2530, -4.3073], [-5.0194, 1.0981, -2.3051], [-4.8272, 1.2001, -4.0767], [-6.9115, -0.2982, -4.2508], [-7.1942, 0.0081, -2.5647], [-7.3465, 1.3370, -3.6853], [0.9192, 5.5733, 0.3116], [0.4468, 4.3545, -0.3515], [1.4569, 3.6957, -1.2535], [0.1359, 3.4965, 0.7104], [1.9863, 5.4535, 0.4987], [0.5039, 5.9113, 1.2610], [0.8426, 6.4451, -0.3381], [-0.4806, 4.5780, -0.8789], [0.9652, 2.8003, -1.6338], [2.3376, 3.4088, -0.6791], [1.5943, 4.3347, -2.1258], [-0.2511, 2.7168, 0.3054], [-0.7934, -4.1507, -1.8482], [-0.2330, -5.3744, -1.2130], [-0.9283, -5.6903, 0.1746], [-0.3167, -6.5144, -2.0325], [-0.0426, -3.8305, -2.5706], [-0.7717, -3.2684, -1.2085], [-1.8036, -4.2514, -2.2448], [0.8121, -5.3403, -0.9052], [-0.4979, -6.6148, 0.5597], [-2.0106, -5.7799, 0.0810], [-0.6988, -4.8879, 0.8757], [0.4283, -7.0454, -1.7417], [0.8889, -0.5197, -1.2705], [0.2420, -0.0549, 0.0464], [1.2504, 0.3977, 1.0796], [-0.6063, 1.0261, -0.3393], [1.2184, 0.3337, -1.8631], [0.1745, -1.1167, -1.8374], [1.7139, -1.2013, -1.0634], [-0.4230, -0.7716, 0.5284], [1.9071, -0.4243, 1.3643], [0.8115, 0.8499, 1.9689], [1.9991, 1.0600, 0.6450], [-1.1843, 0.6978, -1.0319], [-0.8465, 3.1738, -5.7729], [-1.6064, 4.1170, -4.8018], [-2.1076, 3.4099, -3.5729], [-0.8332, 5.2419, -4.3944], [-1.6442, 2.7869, -6.4070], [-0.3242, 2.3355, -5.3118], [-0.0582, 3.6817, -6.3285], [-2.4447, 4.5497, -5.3478], [-2.8307, 2.6433, -3.8515], [-2.6485, 4.0094, -2.8408], [-1.3104, 2.8996, -3.0324], [-1.1484, 5.5047, -3.5266]], "forces_ev_per_angstrom": [[0.3, -0.2, -0.5], [0.5, 2.1, -0.9], [-1.4, -2.3, 2.3], [1.5, 0.1, -0.2], [-1.7, -0.8, -0.6], [0.5, 2.0, 1.5], [-0.9, -1.8, -0.1], [-0.7, 0.6, -0.9], [1.2, -0.5, -1.4], [-1.1, 0.8, 0.6], [0.1, 0.2, 0.7], [0.0, -0.1, -0.1], [-0.1, -0.2, 0.0], [0.0, -0.1, 0.0], [0.7, 0.2, -0.4], [-0.1, -0.2, -0.1], [0.1, 0.0, 0.3], [0.5, 0.4, -0.4], [0.4, 0.0, 0.2], [0.1, 0.3, 0.2], [-0.3, -0.3, 0.2], [-0.5, -0.5, 0.0], [0.0, 0.3, -0.8], [0.7, 0.0, -0.2], [0.1, -0.1, 0.2], [-0.1, -0.1, 0.2], [-0.9, -0.4, -0.1], [1.3, 2.3, -0.3], [0.7, -2.9, 1.7], [0.1, 0.8, 1.2], [-1.5, -0.9, -2.6], [1.8, 0.7, -2.1], [-1.4, -0.9, 0.8], [0.3, 1.6, 0.2], [-2.3, 2.1, 0.8], [0.3, -1.6, -0.6], [0.4, -0.1, 0.4], [0.2, -0.1, 0.0], [-0.2, 0.2, 0.0], [0.3, -0.1, -0.5], [-0.3, 0.1, 0.2], [0.2, -0.4, 0.2], [0.6, 0.0, -0.1], [-0.5, 0.1, -0.1], [-0.1, -0.5, 0.1], [0.0, 0.1, -0.2], [0.2, 0.0, 0.4], [0.0, -0.2, 0.2], [0.8, -0.1, 0.3], [-0.1, 0.1, 0.0], [0.0, 0.2, 0.1], [0.1, 0.0, 0.0], [-0.3, -0.4, -0.4], [0.5, 2.3, 0.6], [1.4, -0.7, -0.9], [0.3, -0.1, 1.1], [-1.7, -1.4, -1.5], [-1.2, 0.5, 1.4], [0.9, 0.3, -0.4], [-0.8, 0.1, -0.1], [1.7, 0.6, 0.4], [-1.3, 0.0, -0.5], [0.1, -0.3, 0.4], [0.1, -0.3, -0.1], [-0.2, -0.3, 0.2], [0.0, 0.1, 0.1], [0.2, -0.2, -0.5], [-0.6, -0.3, 0.2], [0.1, 0.1, 0.0], [0.0, 0.2, 0.0], [-0.1, -0.5, -0.4], [0.2, -0.2, 0.4], [-0.1, 0.1, 0.1], [0.1, -0.1, -0.1], [0.2, -0.1, 0.1], [0.0, 0.2, -0.2], [0.0, 0.0, 0.1], [0.4, 0.2, -0.1], [1.7, 2.3, 0.0], [-0.9, -0.4, 0.8], [-1.0, 0.0, -0.6], [-0.3, -0.6, 0.7], [0.2, 0.1, 0.2], [-0.6, -0.7, -0.1], [0.1, 0.1, -0.3], [-0.2, 0.0, -0.5], [0.2, -0.3, 0.0], [0.2, 0.3, -0.3], [0.7, 0.0, 0.0], [-0.2, -0.8, 0.1], [1.1, 0.9, -0.4], [-0.8, -0.9, 3.1], [0.4, 0.4, -1.0], [-0.1, -0.2, -0.7], [-0.5, -0.1, -0.9], [-0.3, -0.3, 0.7], [0.2, -0.2, -0.2], [0.3, 1.1, -0.3], [-0.2, -0.1, 0.1], [0.0, -0.1, -0.1], [0.0, 0.1, 0.1], [-0.2, -0.4, -0.3], [-0.1, -1.2, 0.9], [0.1, 0.6, -0.7], [0.8, 0.0, -0.3], [0.2, 0.8, 0.8], [0.1, 0.0, 0.2], [-0.2, 0.2, -0.2], [0.3, 0.1, -0.1], [0.1, -0.7, -0.2], [-0.4, -0.5, 0.3], [0.0, 0.0, -0.1], [-0.4, 0.6, -0.1], [-0.5, -0.1, -0.2], [-0.3, 0.5, 0.6], [0.3, 0.4, 0.2], [-0.5, -1.1, 0.2], [0.8, -0.1, -0.2], [0.4, -0.2, -0.4], [-0.2, 0.0, 0.5], [-0.4, 0.3, -0.3], [-0.3, -0.2, -0.2], [0.0, -0.2, -0.1], [0.1, 0.5, -0.2], [0.2, 0.0, -0.1], [0.1, 0.1, 0.0]]}

---

[2]
{"formula": "C30H78N4O12", "method": "wB97M-V/def2-TZVPD", "de_lowest_kj_mol": 251.7, "multiplicity": 1, "smiles": "COCCNCCOC.COCCNCCOC.COCCNCCOC.COCCNCCOC.OCCO.CCO.CCO", "species": ["C", "O", "C", "C", "N", "C", "C", "O", "C", "H", "H", "H", "H", "H", "H", "H", "H", "H", "H", "H", "H", "H", "H", "H", "C", "O", "C", "C", "N", "C", "C", "O", "C", "H", "H", "H", "H", "H", "H", "H", "H", "H", "H", "H", "H", "H", "H", "H", "C", "O", "C", "C", "N", "C", "C", "O", "C", "H", "H", "H", "H", "H", "H", "H", "H", "H", "H", "H", "H", "H", "H", "H", "C", "O", "C", "C", "N", "C", "C", "O", "C", "H", "H", "H", "H", "H", "H", "H", "H", "H", "H", "H", "H", "H", "H", "H", "O", "C", "C", "O", "H", "H", "H", "H", "H", "H", "C", "C", "O", "H", "H", "H", "H", "H", "H", "C", "C", "O", "H", "H", "H", "H", "H", "H"], "coordinates": [[1.7341, 0.5999, 1.6445], [2.1631, 1.1879, 0.4805], [2.5561, 0.1089, -0.3745], [2.7261, 0.6469, -1.8185], [3.6531, 1.7599, -1.8465], [3.5021, 2.5159, -3.1325], [4.4841, 3.6389, -3.0175], [4.2201, 4.5539, -2.2385], [4.6671, 5.8759, -2.6375], [2.4471, -0.0801, 2.1675], [0.8121, 0.0299, 1.5555], [1.5761, 1.4619, 2.2095], [1.7751, -0.6501, -0.4435], [3.4711, -0.3071, -0.0655], [1.8401, 0.9929, -2.3285], [3.0191, -0.2271, -2.4255], [4.5311, 1.2429, -1.9195], [2.4511, 2.8479, -3.2255], [3.7821, 1.9519, -4.0725], [4.5221, 4.0769, -3.9925], [5.4111, 3.1779, -2.9095], [5.6241, 5.9379, -3.1565], [4.7391, 6.5659, -1.8175], [3.9171, 6.3349, -3.3365], [-0.1159, 3.0179, -0.7905], [0.8731, 4.0139, -0.7005], [0.3361, 5.2859, -0.4915], [1.3861, 6.3809, -0.4385], [2.2431, 6.0509, 0.7235], [3.2461, 7.0729, 0.8035], [4.2291, 6.7109, 1.7605], [4.7241, 5.5929, 1.7175], [5.8741, 5.4629, 2.5615], [0.2381, 2.1039, -1.1105], [-0.9689, 3.3429, -1.3885], [-0.4689, 2.7519, 0.2305], [-0.4029, 5.3239, 0.3365], [-0.2729, 5.5439, -1.3675], [0.9501, 7.3699, -0.2975], [1.9161, 6.4889, -1.4025], [1.6461, 6.2549, 1.5325], [2.7921, 8.0169, 1.1335], [3.6931, 7.3119, -0.1785], [3.9141, 6.9119, 2.7705], [5.0251, 7.4879, 1.6515], [6.2431, 4.4599, 2.4335], [5.6841, 5.6419, 3.6095], [6.6681, 6.1069, 2.2665], [-3.3869, -1.9901, 3.0225], [-3.5789, -0.7921, 2.2285], [-4.8269, -0.1721, 2.5595], [-4.8469, 1.1279, 1.8085], [-3.6229, 1.9029, 2.1675], [-3.6509, 3.2929, 1.7015], [-2.5719, 4.0859, 2.2715], [-2.3759, 5.3159, 2.1045], [-3.3949, 6.1729, 2.6095], [-4.1709, -2.7411, 3.0335], [-3.1659, -1.5651, 4.0665], [-2.4929, -2.5071, 2.6905], [-4.9769, 0.0549, 3.6305], [-5.5969, -0.8011, 2.0885], [-5.7139, 1.8049, 1.8995], [-4.8279, 0.9069, 0.7215], [-2.9539, 1.3709, 1.5905], [-4.6059, 3.7509, 1.9545], [-3.4499, 3.4199, 0.6355], [-1.6389, 3.5749, 2.0665], [-2.6009, 3.9669, 3.3285], [-3.1089, 7.2129, 2.4635], [-3.5269, 6.0189, 3.6885], [-4.3719, 6.0359, 2.1105], [1.5451, -11.6641, -1.1655], [1.7961, -10.4871, -0.4585], [1.0291, -9.4221, -0.8955], [1.4171, -8.3191, 0.0985], [0.6991, -7.1511, -0.4055], [0.7821, -6.0241, 0.4315], [0.2271, -4.8051, -0.2025], [0.4961, -3.6511, 0.1515], [-0.0719, -3.3691, 1.3715], [1.8201, -11.4461, -2.2015], [0.4821, -11.9681, -1.0865], [2.1381, -12.5001, -0.8765], [0.0281, -9.6371, -0.7725], [1.1791, -9.0451, -1.8895], [2.4751, -8.1291, 0.0075], [1.0671, -8.6161, 1.0695], [-0.2779, -7.4861, -0.2935], [1.8041, -5.9391, 0.7305], [0.2171, -6.2851, 1.3265], [-0.8899, -4.9241, -0.3405], [0.4351, -4.8191, -1.2215], [-0.1169, -2.2811, 1.4505], [0.3131, -3.9171, 2.2355], [-1.1619, -3.6361, 1.3675], [-6.3299, -2.6361, 0.2665], [-5.2689, -3.5611, 0.0845], [-4.2989, -2.8521, -0.7335], [-3.1849, -3.5731, -0.9865], [-6.6859, -2.6961, 1.1735], [-4.8659, -3.7921, 1.0745], [-5.6799, -4.4721, -0.3625], [-4.0629, -1.9381, -0.1815], [-4.7559, -2.5341, -1.7115], [-3.5179, -4.4711, -0.9675], [0.1071, -3.6521, -3.8585], [-0.4659, -2.7801, -2.8715], [0.5321, -2.2291, -2.0445], [-0.7229, -4.0571, -4.4165], [0.5841, -4.4231, -3.3295], [0.7851, -3.0641, -4.5255], [-1.2089, -3.2971, -2.2885], [-0.9499, -1.9111, -3.3245], [0.5981, -2.8191, -1.3155], [-2.4179, 0.1329, -1.0235], [-1.4729, -0.5151, -0.2055], [-1.4859, -0.0861, 1.1165], [-2.4049, -0.3971, -2.0075], [-2.1929, 1.2059, -1.1475], [-3.4399, 0.0619, -0.6395], [-0.5349, -0.3371, -0.6515], [-1.5529, -1.6091, -0.2815], [-2.1569, -0.5701, 1.6235]], "forces_ev_per_angstrom": [[-0.1, -0.6, 1.1], [0.8, -1.8, -1.7], [-1.7, 2.1, -2.4], [-0.2, -0.7, 0.7], [0.1, -0.9, -1.7], [0.1, -0.8, 0.9], [0.2, -4.7, -7.1], [-1.5, 8.6, 6.9], [-1.3, -0.2, -0.7], [0.2, 0.5, -0.5], [-0.3, 0.0, -0.3], [-0.6, 1.0, 1.9], [0.0, -0.2, 0.4], [1.3, -0.7, 0.7], [-0.9, -0.1, 0.5], [0.3, 0.1, -0.1], [0.4, 0.9, 0.2], [0.5, 0.0, 0.2], [-0.3, 0.1, 0.9], [0.3, 0.0, -1.8], [2.4, -1.0, 0.6], [0.2, -0.7, 0.0], [-0.1, -0.3, 0.8], [0.4, -0.6, 0.4], [-1.1, 1.7, 2.1], [0.5, -0.3, -0.2], [-1.3, 0.8, -1.2], [0.0, -1.3, 0.9], [-0.8, 0.9, -1.2], [-1.5, 0.9, -1.7], [0.1, 9.0, 2.6], [4.9, -9.6, -0.4], [-0.8, -1.1, -0.8], [1.3, -1.6, -1.2], [-0.1, 0.1, -0.2], [-0.2, 0.4, -0.3], [0.7, -0.1, 0.2], [-0.4, -0.1, -0.2], [-0.6, 0.2, 0.0], [0.3, -0.7, 0.6], [0.1, -0.7, -0.2], [0.2, 0.3, -0.1], [-0.2, -0.6, 0.2], [-1.1, 0.6, 1.1], [0.1, 0.4, 0.0], [0.0, -0.5, 0.1], [-0.6, 0.1, 0.4], [0.6, 1.0, -0.5], [1.1, 1.8, 1.6], [-1.4, -2.0, 1.2], [-0.6, 0.5, -0.9], [0.7, 1.7, -1.1], [-0.3, -0.6, -0.9], [-1.2, -0.3, -1.5], [1.8, -6.6, 3.8], [-0.1, 8.6, -2.7], [-0.2, 0.1, -0.1], [-0.6, 0.4, -0.1], [-0.5, -1.2, -1.1], [0.2, 0.2, -0.3], [0.3, -0.7, -0.3], [-0.2, 0.0, 0.7], [0.0, -0.8, 0.6], [-0.1, -0.1, 0.3], [0.6, 0.8, 0.8], [-0.3, -0.2, -0.1], [-0.8, -0.4, -0.7], [0.4, -0.4, -0.5], [-0.5, -1.0, 1.8], [0.3, -0.1, -0.1], [0.0, -0.2, 0.0], [0.4, -0.1, 0.1], [-0.8, 0.4, -1.2], [0.8, -1.2, 0.3], [2.3, 1.2, 1.8], [-0.9, 0.4, -2.1], [-1.7, -1.6, -0.8], [0.1, -0.1, 2.0], [-3.8, -7.3, -4.4], [2.4, 7.1, 3.9], [-2.2, 1.5, 1.3], [-0.4, -0.4, -0.3], [0.3, 0.2, -0.2], [0.7, -0.3, 0.8], [-2.6, -0.6, 0.1], [0.5, -0.2, -0.8], [0.4, -0.1, 0.4], [0.3, -0.1, 0.9], [0.5, 0.6, -0.8], [0.9, 0.6, 0.2], [0.0, 0.5, 0.8], [0.2, -0.3, 0.8], [1.2, -0.9, -2.2], [0.6, -0.1, 0.6], [0.6, 0.3, -0.2], [0.5, -0.2, -0.4], [-0.9, 0.3, 0.8], [-1.8, -0.2, 1.5], [-1.0, 2.8, -1.4], [1.9, -1.7, 0.0], [0.3, -0.1, -0.8], [0.4, -0.3, -0.1], [0.3, -0.2, -0.1], [0.2, 0.0, -0.2], [0.0, -0.1, 0.8], [0.7, -0.6, -0.3], [0.3, 0.4, -2.3], [-0.8, 2.3, 0.9], [0.2, 0.9, -0.8], [-0.1, -0.4, -0.6], [1.1, -1.3, 0.2], [-0.3, -0.8, 0.5], [-0.5, -0.2, 0.4], [-0.3, -0.1, -0.2], [0.4, -0.3, 1.3], [-2.8, 1.4, -2.8], [1.5, -2.3, 1.3], [1.0, 0.4, 0.8], [-0.1, 0.7, 0.4], [-0.1, -0.4, -0.1], [0.0, 0.0, -0.1], [1.6, 0.3, -0.1], [-0.3, 0.0, 0.2], [0.1, 0.5, -0.4]]}

---

| no. | HOMO (eV) | Kohn-Sham gap (eV) |
| --- | --- | --- |
| 1 | -9.5 | 9.91 |
| 2 | -8.1 | 8.28 |